# 1
14
Properties=species:S:1:pos:R:3:forces:R:3 method="wB97M-V/def2-TZVPD" homo_lumo_gap_ev=10.131 smiles=CN1CC(F)C1 charge=0 lumo_energy_ha=0.043 e_homo_ha=-0.3297
C -2.186 -0.011 0.350 -0.9 -0.4 -1.9
N -0.960 0.018 -0.420 -1.3 -0.1 -0.1
C 0.004 -1.034 -0.166 0.2 -0.5 0.6
C 1.099 0.018 -0.393 0.2 0.0 0.2
F 2.158 -0.026 0.497 -0.1 0.1 0.0
C -0.006 1.054 -0.127 1.0 0.1 1.2
H -2.757 -0.923 0.050 0.3 0.7 0.2
H -2.793 0.881 0.118 0.2 -0.4 0.1
H -2.025 -0.059 1.396 0.4 0.0 1.4
H -0.037 -1.402 0.892 0.3 0.4 -0.5
H -0.058 -1.912 -0.802 0.0 0.0 -0.3
H 1.519 0.080 -1.393 -0.1 -0.2 -0.1
H 0.044 1.338 0.957 -0.1 -0.1 -0.6
H -0.061 1.939 -0.734 0.0 0.4 -0.3

***

# 2
14
Properties=species:S:1:pos:R:3:forces:R:3 method="wB97M-V/def2-TZVPD" homo_lumo_gap_ev=10.539 smiles=C[C@@]1(CF)CN1 charge=0 lumo_energy_ha=0.037 e_homo_ha=-0.3506
C -0.805 1.559 -0.172 -2.8 0.4 -2.4
C -0.343 0.191 0.113 -0.3 -1.1 0.8
C 1.003 0.076 0.711 0.9 0.6 0.9
F 1.879 -0.144 -0.363 0.5 -0.8 0.1
C -1.334 -0.868 0.419 0.6 -1.8 2.0
N -0.591 -0.935 -0.804 -0.7 0.8 -0.9
H -1.957 1.461 -0.471 2.4 0.6 0.7
H -0.294 1.973 -1.056 -0.1 0.0 0.3
H -0.676 2.261 0.646 -0.1 -0.2 0.2
H 1.393 1.081 1.033 -0.7 -1.1 0.7
H 1.003 -0.768 1.495 0.7 1.3 -1.2
H -1.188 -1.640 1.231 0.4 0.9 -0.9
H -2.372 -0.696 0.355 -1.0 0.6 -0.5
H 0.178 -1.585 -0.767 0.2 -0.1 0.0

***

# 3
15
Properties=species:S:1:pos:R:3:forces:R:3 method="wB97M-V/def2-TZVPD" homo_lumo_gap_ev="6.962 / 7.397" charge=+1 lumo_energy_ha="-0.213 / -0.206" e_homo_ha="-0.4688 / -0.4777"
C 1.456 0.446 0.095 -4.1 -0.2 0.0
C -2.256 -0.219 0.612 -3.5 -0.1 0.1
C -1.588 -0.407 -0.767 -0.7 1.2 -1.4
C -1.397 0.751 0.064 3.1 0.5 -1.5
N 2.184 1.484 -0.151 2.1 1.7 -0.7
N 1.867 -0.799 -0.023 -2.7 -0.6 0.7
F -1.242 2.017 -0.144 -0.8 -0.8 0.6
H -3.421 0.077 0.591 2.7 -0.6 0.2
H -2.028 -0.995 1.301 0.3 0.0 1.0
H -0.781 -1.063 -1.020 0.2 -0.5 0.6
H -2.206 -0.263 -1.652 -0.1 0.2 0.1
H 1.758 2.497 -0.262 1.5 -3.1 0.5
H 3.233 1.274 -0.366 -2.2 1.3 0.3
H 1.175 -1.622 0.099 2.2 2.1 -0.1
H 2.833 -0.915 -0.107 1.8 -1.3 -0.4

***

# 4
16
Properties=species:S:1:pos:R:3:forces:R:3 method="wB97M-V/def2-TZVPD" homo_lumo_gap_ev=9.366 smiles="C=NN[C@@H]1[C@H](N)[C@@H]1F" charge=0 lumo_energy_ha=0.021 e_homo_ha=-0.3234
C 2.445 -0.088 -0.740 0.1 1.3 4.1
N 1.897 0.189 0.463 1.1 -1.9 -3.7
N 0.893 -0.769 0.744 -0.6 1.4 0.3
C -0.375 -0.181 1.149 1.6 1.7 2.2
C -1.570 -0.363 0.266 -4.6 -5.8 -2.2
N -1.299 -1.211 -0.986 -1.5 -2.0 3.0
C -1.024 0.907 0.340 -1.5 3.6 0.7
F -0.584 1.608 -0.704 1.7 -0.1 -2.0
H 3.428 0.369 -0.777 -0.2 0.3 -0.8
H 2.181 -0.850 -1.494 -0.3 0.3 0.7
H 0.763 -1.185 -0.138 -0.9 -1.5 -1.0
H -0.339 0.090 2.252 -0.7 -0.9 -1.4
H -2.763 -0.671 0.577 3.6 1.5 -0.1
H -1.699 -0.779 -1.845 -0.1 -0.7 1.2
H -1.831 -2.162 -0.591 1.8 3.1 -2.6
H -1.771 1.606 0.712 0.5 -0.1 1.6

***

Electronic energy values, unit eV, following the record order: -8484.03283 -8483.52466 -9963.27845 -11460.18964.
Energy relative to the best compared isomer or geometry (same formula, charge and spin) values, unit eV, following the record order: 1.005 1.513 5.547 4.611.